Entry 1:
# C4H9NO

A single C4H9NO molecule (the ωB97M-V functional and the def2-TZVPD basis, the OMol25 dataset).

Element x y z (Å)
C (-0.759, 1.172, -1.081)
C (-1.536, 0.175, -0.196)
C (-0.515, -0.256, 0.839)
O (-0.462, 0.203, 1.965)
N (0.467, -1.061, 0.309)
C (1.842, -0.841, 0.708)
H (0.085, 0.680, -1.584)
H (-1.385, 1.636, -1.846)
H (-0.333, 1.956, -0.444)
H (-2.383, 0.647, 0.309)
H (-1.912, -0.672, -0.784)
H (0.324, -1.321, -0.656)
H (2.341, -0.125, 0.038)
H (1.823, -0.416, 1.711)
H (2.402, -1.776, 0.712)

Calculated values
ΔE to the lowest compared entry with this formula, charge and spin, kcal/mol: 12.5
Gap between HOMO and LUMO, eV: 10.49
E_HOMO, eV: -9.58

Entry 2:
# H6O3

3 unconnected molecules or ions with the total composition H6O3 (the ωB97M-V functional and the def2-TZVPD basis, the OMol25 dataset).

Element x y z (Å)
O (1.731, -1.259, 0.813)
H (1.332, -0.793, 0.099)
H (0.929, -1.516, 1.193)
O (-1.153, 1.108, 0.573)
H (-1.744, 1.220, 1.312)
H (-1.164, 2.011, 0.228)
O (0.111, -0.631, -1.358)
H (0.531, -0.010, -1.945)
H (-0.574, -0.131, -0.916)

Calculated values
ΔE to the lowest compared entry with this formula, charge and spin, kcal/mol: 12.3
Gap between HOMO and LUMO, eV: 10.90
E_HOMO, eV: -10.59

Entry 3:
# C57H152N14O17

13 unconnected molecules or ions with the total composition C57H152N14O17 (the ωB97M-V functional and the def2-TZVPD basis, the OMol25 dataset).

Element x y z (Å)
C (6.621, -1.829, 1.890)
O (7.567, -2.377, 1.375)
N (6.584, -0.412, 2.022)
N (5.461, -2.411, 2.451)
H (5.903, -0.014, 2.705)
H (7.368, 0.154, 1.854)
H (4.602, -1.910, 2.250)
H (5.384, -3.356, 2.074)
C (-2.852, 3.191, -4.294)
C (-2.601, 4.347, -3.254)
C (-3.214, 5.664, -3.616)
O (-2.929, 6.016, -4.963)
C (-3.174, 7.395, -5.147)
N (-2.993, 4.134, -1.855)
H (-2.244, 2.341, -4.074)
H (-2.639, 3.503, -5.303)
H (-3.902, 2.909, -4.260)
H (-1.498, 4.500, -3.345)
H (-2.867, 6.414, -2.917)
H (-4.311, 5.723, -3.483)
H (-2.649, 7.900, -4.350)
H (-4.251, 7.577, -5.094)
H (-2.848, 7.752, -6.149)
H (-2.447, 3.377, -1.451)
H (-3.964, 3.830, -1.799)
C (5.958, 2.039, -1.887)
C (5.647, 0.583, -2.298)
C (6.088, 0.430, -3.733)
O (5.433, 1.400, -4.594)
C (5.731, 1.110, -5.952)
N (6.095, -0.505, -1.468)
H (5.560, 2.739, -2.648)
H (7.023, 2.194, -1.716)
H (5.367, 2.259, -1.003)
H (4.585, 0.409, -2.325)
H (5.845, -0.543, -4.103)
H (7.169, 0.549, -3.835)
H (5.352, 1.923, -6.555)
H (5.196, 0.144, -6.216)
H (6.823, 0.996, -5.995)
H (5.549, -0.556, -0.594)
H (7.090, -0.423, -1.202)
C (1.224, -4.429, -3.943)
C (2.601, -3.958, -3.427)
C (2.711, -2.521, -3.034)
O (2.064, -1.533, -3.813)
C (2.556, -1.302, -5.090)
N (3.021, -4.781, -2.283)
H (0.408, -4.087, -3.341)
H (1.143, -5.524, -3.990)
H (1.115, -3.961, -4.953)
H (3.301, -4.205, -4.278)
H (3.774, -2.393, -2.795)
H (2.174, -2.421, -2.111)
H (2.158, -0.358, -5.528)
H (2.395, -2.132, -5.816)
H (3.663, -1.215, -5.066)
H (3.964, -4.656, -2.030)
H (2.717, -5.743, -2.415)
C (-6.968, 1.344, -0.248)
C (-6.777, 2.840, -0.330)
C (-5.820, 3.315, 0.746)
O (-6.413, 2.916, 1.990)
C (-5.557, 3.184, 3.091)
N (-6.297, 3.362, -1.586)
H (-6.075, 0.723, -0.447)
H (-7.680, 0.896, -0.979)
H (-7.325, 1.194, 0.793)
H (-7.790, 3.267, -0.094)
H (-5.703, 4.424, 0.679)
H (-4.897, 2.743, 0.590)
H (-4.552, 2.650, 3.092)
H (-5.996, 3.033, 4.067)
H (-5.392, 4.270, 3.187)
H (-6.470, 4.353, -1.613)
H (-6.774, 2.990, -2.367)
C (-2.888, 4.211, 6.547)
C (-1.657, 3.280, 6.571)
C (-0.440, 3.887, 5.855)
O (-0.654, 4.590, 4.683)
C (-1.122, 3.804, 3.623)
N (-1.237, 2.890, 7.864)
H (-3.728, 3.814, 7.127)
H (-3.315, 4.406, 5.568)
H (-2.694, 5.224, 6.928)
H (-1.923, 2.314, 6.075)
H (0.325, 3.100, 5.665)
H (0.068, 4.610, 6.501)
H (-2.224, 3.630, 3.721)
H (-0.608, 2.826, 3.664)
H (-0.972, 4.160, 2.592)
H (-2.047, 2.622, 8.409)
H (-0.828, 3.651, 8.399)
C (-6.493, -1.630, 1.697)
C (-5.266, -0.905, 2.186)
C (-5.094, -0.907, 3.704)
O (-3.900, -0.198, 4.013)
C (-3.429, -0.621, 5.281)
N (-3.992, -1.405, 1.519)
H (-6.573, -2.710, 1.977)
H (-6.563, -1.630, 0.641)
H (-7.390, -1.185, 2.169)
H (-5.418, 0.124, 1.873)
H (-4.965, -1.934, 4.071)
H (-5.937, -0.558, 4.350)
H (-3.255, -1.713, 5.297)
H (-4.186, -0.477, 6.042)
H (-2.480, -0.113, 5.480)
H (-3.779, -2.304, 1.940)
H (-3.226, -0.875, 1.968)
C (-0.607, -1.311, 2.914)
C (-0.296, -2.379, 3.919)
C (-1.105, -3.616, 3.700)
O (-2.526, -3.342, 3.752)
C (-3.161, -4.562, 3.370)
N (1.098, -2.791, 3.837)
H (0.070, -0.473, 3.047)
H (-1.614, -0.836, 2.822)
H (-0.410, -1.760, 1.927)
H (-0.484, -2.025, 4.887)
H (-0.804, -4.362, 4.459)
H (-0.878, -4.058, 2.716)
H (-2.761, -4.955, 2.396)
H (-4.197, -4.337, 3.166)
H (-3.067, -5.266, 4.154)
H (1.357, -2.790, 2.831)
H (1.772, -2.286, 4.380)
C (0.034, 5.269, 0.034)
C (1.264, 4.427, -0.373)
C (1.047, 3.510, -1.546)
O (2.255, 2.786, -1.733)
C (2.154, 2.098, -2.986)
N (2.360, 5.397, -0.744)
H (-0.710, 4.572, 0.353)
H (-0.323, 5.891, -0.790)
H (0.368, 5.869, 0.908)
H (1.616, 3.787, 0.522)
H (0.811, 4.061, -2.477)
H (0.174, 2.883, -1.400)
H (1.967, 2.834, -3.795)
H (1.240, 1.467, -3.014)
H (3.087, 1.553, -3.254)
H (2.489, 5.960, 0.067)
H (3.207, 4.923, -1.002)
C (-4.480, -8.420, -2.956)
O (-3.568, -7.892, -1.975)
C (-2.413, -8.749, -1.899)
C (-1.537, -8.244, -0.748)
N (-1.018, -6.974, -1.067)
C (-1.781, -5.879, -0.391)
C (-0.905, -4.649, -0.362)
O (0.042, -4.868, 0.626)
C (1.170, -3.998, 0.572)
H (-5.266, -7.667, -3.162)
H (-4.966, -9.351, -2.607)
H (-3.880, -8.679, -3.844)
H (-1.866, -8.613, -2.818)
H (-2.764, -9.776, -1.720)
H (-0.715, -9.018, -0.640)
H (-2.161, -8.121, 0.176)
H (-0.127, -6.834, -0.655)
H (-2.134, -6.130, 0.573)
H (-2.690, -5.665, -0.996)
H (-1.455, -3.746, -0.147)
H (-0.478, -4.402, -1.350)
H (0.928, -2.906, 0.527)
H (1.762, -4.219, -0.315)
H (1.630, -4.142, 1.514)
C (7.865, -1.450, 6.644)
O (6.940, -0.396, 6.306)
C (7.151, 0.196, 5.025)
C (6.068, 1.278, 4.856)
N (4.745, 0.606, 4.639)
C (3.585, 1.549, 4.859)
C (2.258, 0.832, 4.638)
O (2.015, -0.327, 5.419)
C (1.464, -0.063, 6.724)
H (7.525, -1.703, 7.645)
H (8.871, -1.049, 6.732)
H (7.818, -2.383, 5.991)
H (7.173, -0.545, 4.211)
H (8.138, 0.741, 5.016)
H (6.358, 1.915, 3.990)
H (6.040, 1.906, 5.696)
H (4.779, -0.123, 5.308)
H (3.655, 2.301, 4.073)
H (3.752, 2.028, 5.834)
H (2.400, 0.456, 3.607)
H (1.408, 1.597, 4.665)
H (0.498, 0.460, 6.664)
H (2.167, 0.325, 7.507)
H (1.145, -1.060, 7.061)
C (-2.362, -2.931, -3.419)
O (-2.544, -1.649, -3.969)
C (-1.410, -1.201, -4.691)
C (-1.833, -0.023, -5.592)
N (-0.673, 0.658, -6.155)
C (-0.056, 0.050, -7.299)
C (0.870, 1.028, -8.139)
O (2.055, 1.439, -7.578)
C (1.851, 2.541, -6.692)
H (-3.376, -3.251, -3.110)
H (-1.604, -2.828, -2.603)
H (-1.994, -3.620, -4.176)
H (-0.834, -1.913, -5.275)
H (-0.653, -0.910, -3.941)
H (-2.276, 0.734, -4.901)
H (-2.575, -0.310, -6.322)
H (-1.070, 1.548, -6.417)
H (-0.815, -0.295, -7.993)
H (0.556, -0.842, -6.959)
H (0.298, 1.884, -8.532)
H (1.144, 0.397, -8.953)
H (2.775, 2.720, -6.127)
H (1.082, 2.174, -6.030)
H (1.597, 3.391, -7.337)
C (3.295, 1.341, 1.102)
O (3.113, -0.070, 1.075)
C (2.423, -0.520, -0.115)
C (0.946, -0.034, -0.147)
N (0.196, -0.872, -1.050)
C (-1.261, -0.625, -0.813)
C (-1.735, 0.813, -1.149)
O (-1.576, 1.826, -0.177)
C (-2.216, 1.579, 1.068)
H (3.983, 1.604, 1.845)
H (2.422, 1.880, 1.248)
H (3.604, 1.717, 0.108)
H (2.561, -1.600, -0.293)
H (2.980, -0.028, -0.917)
H (0.936, 1.014, -0.404)
H (0.604, -0.137, 0.871)
H (0.457, -0.722, -1.993)
H (-1.435, -0.833, 0.253)
H (-1.868, -1.365, -1.342)
H (-2.813, 0.752, -1.340)
H (-1.287, 1.144, -2.093)
H (-2.612, 2.493, 1.456)
H (-1.612, 1.146, 1.870)
H (-3.061, 0.989, 0.852)

Calculated values
ΔE to the lowest compared entry with this formula, charge and spin, kcal/mol: 0.0
Gap between HOMO and LUMO, eV: 9.13
E_HOMO, eV: -8.48

Entry 4:
# C10H14BrF9KMgNO

A molecular structure, C10H14BrF9KMgNO (the ωB97M-V functional and the def2-TZVPD basis, the OMol25 dataset).

Element x y z (Å)
C (-0.320, 5.047, -0.497)
C (-0.781, 4.616, -1.881)
C (-0.157, 3.317, -2.491)
Br (1.604, 3.770, -3.254)
N (-0.157, 2.252, -1.611)
C (0.977, 1.969, -0.844)
C (1.950, 0.921, -1.540)
F (3.203, 1.395, -1.581)
H (0.772, 5.051, -0.410)
H (-0.691, 4.450, 0.256)
H (-0.658, 6.079, -0.313)
H (-1.872, 4.484, -1.920)
H (-0.523, 5.387, -2.622)
H (-0.795, 3.070, -3.359)
H (1.633, 2.854, -0.667)
H (0.643, 1.502, 0.079)
H (1.592, 0.703, -2.552)
H (1.961, 0.003, -0.936)
K (-0.599, 3.401, 1.393)
C (-1.276, -3.588, 0.286)
C (-0.591, -4.727, 1.042)
C (-0.965, -5.031, 2.506)
F (-0.743, -3.926, 3.240)
F (-0.175, -6.022, 2.932)
F (0.806, -4.522, 1.007)
F (-0.803, -5.862, 0.338)
O (-0.539, -2.377, 0.248)
C (-0.705, -1.326, 1.086)
C (0.607, -0.957, 1.821)
F (1.016, -1.943, 2.615)
F (0.354, 0.153, 2.569)
F (-1.719, -1.474, 1.935)
F (-0.976, -0.218, 0.314)
H (-1.314, -3.920, -0.750)
H (-2.298, -3.467, 0.649)
H (-2.016, -5.326, 2.570)
H (1.380, -0.717, 1.088)
Mg (2.177, -5.019, -0.747)

Calculated values
Gap between HOMO and LUMO, eV: 1.92
E_HOMO, eV: -12.06
Charge: +2

Q: What is the E_HOMO in the first record?
A: -9.58 eV

Q: Look up the gap between HOMO and LUMO of the fourth one.
A: 1.92 eV